Entry from the OMol25 dataset: an isolated molecule of C3H7N3S in a non-equilibrium geometry (the ωB97M-V functional and the def2-TZVPD basis).

Properties
HOMO energy	-8.08	eV
SMILES	CN/N=C\C=N\S
energy relative to the best compared isomer or geometry (same formula, charge and spin)	258.28	kJ/mol
LUMO energy	0.39	eV

Positions of all 14 atoms, in Å:
C (2.17, -1.18, 0.08)
N (0.98, -0.32, -0.13)
N (1.09, 0.98, -0.05)
C (0.01, 1.72, 0.01)
C (-1.36, 1.21, 0.01)
N (-1.66, -0.05, 0.02)
S (-3.34, -0.44, 0.03)
H (1.96, -2.25, -0.29)
H (3.02, -0.72, -0.46)
H (2.34, -1.32, 1.17)
H (0.01, -0.71, -0.09)
H (0.13, 2.77, 0.09)
H (-2.19, 1.98, 0.09)
H (-3.16, -1.67, -0.47)